Arrangement P

Density functional theory data (the ωB97M-V functional and the def2-TZVPD basis) for a single C5H4 molecule.

The geometry in XYZ format:
```
9
Properties=species:S:1:pos:R:3
C 1.295 -0.028 -0.014
C 0.071 -0.112 0.900
C -0.932 -0.774 0.002
C -0.886 0.689 0.048
C 0.073 -0.053 -0.766
H 2.131 -0.837 -0.184
H 1.669 1.014 0.140
H -1.888 -1.407 -0.033
H -1.533 1.508 -0.093
```

HOMO: -9.770 eV
total charge: 0
SMILES string: C1[C@]23[C@H]4[C@@H]2[C@@]143
spin multiplicity: 1

The Mulliken scheme yields these atomic charges, measured in e: -0.16 -0.51 -0.02 -0.31 -0.29 0.25 0.21 0.36 0.47



Arrangement Q

Density functional theory data (the ωB97M-V functional and the def2-TZVPD basis) for a single C5H4 molecule.

The geometry in XYZ format:
```
9
Properties=species:S:1:pos:R:3
C -1.082 -0.555 -1.676
C -1.766 -0.605 -2.662
C 0.325 0.119 0.592
C 0.428 -0.301 -0.675
C 0.200 0.485 1.876
H 0.955 -1.225 -0.934
H 0.624 0.638 -1.369
H 1.054 0.811 2.371
H -0.738 0.635 2.477
```

HOMO (alpha / beta): -8.836 / -8.913 eV
total charge: 0
spin multiplicity: 1

The Mulliken scheme yields these atomic charges, measured in e: -0.48 -0.04 0.43 -0.27 -0.75 0.33 0.23 0.26 0.28



Arrangement R

Density functional theory data (the ωB97M-V functional and the def2-TZVPD basis) for a single C5H4 molecule.

The geometry in XYZ format:
```
9
Properties=species:S:1:pos:R:3
C -1.308 -0.147 0.257
C 0.072 -0.047 -0.313
C 0.834 -0.076 -1.423
C 1.952 0.908 -0.904
C 1.442 0.226 0.202
H -1.398 -0.975 0.977
H -2.091 -0.277 -0.499
H -1.505 0.777 0.807
H 2.001 -0.390 0.897
```

HOMO (alpha / beta): -8.708 / -8.708 eV
total charge: 0
spin multiplicity: 1

The Mulliken scheme yields these atomic charges, measured in e: -0.88 0.81 -0.55 -0.23 -0.24 0.27 0.29 0.29 0.23



Stability, highest: arrangement P



Arrangement P

Density functional theory data (the ωB97M-V functional and the def2-TZVPD basis) for 2 unconnected molecules or ions with the total composition HNO4S.

The geometry in XYZ format:
```
7
Properties=species:S:1:pos:R:3
N -2.021 1.860 -0.460
O -2.291 1.078 0.308
O -1.095 -0.478 0.983
O 2.136 -0.543 0.204
O 0.941 -0.588 -0.625
S -0.464 -1.287 -0.061
H 2.793 -0.041 -0.349
```

HOMO (alpha / beta): -9.130 / -8.143 eV
total charge: 0
spin multiplicity: 1

The Mulliken scheme yields these atomic charges, measured in e: 0.14 -0.09 -0.35 -0.30 -0.20 0.46 0.34



Arrangement Q

Density functional theory data (the ωB97M-V functional and the def2-TZVPD basis) for 2 unconnected molecules or ions with the total composition HNO4S.

The geometry in XYZ format:
```
7
Properties=species:S:1:pos:R:3
N -1.269 -1.006 0.745
O 2.344 2.093 -1.769
O 0.887 0.487 -0.639
O -1.190 0.153 0.822
O -2.086 -1.715 0.229
S 1.794 1.592 -0.555
H -0.479 -1.604 1.167
```

HOMO: -11.570 eV
total charge: 0
spin multiplicity: 1

The Mulliken scheme yields these atomic charges, measured in e: 0.64 -0.36 -0.32 -0.43 -0.47 0.68 0.26



Stability, highest: arrangement Q



Arrangement P

Density functional theory data (the ωB97M-V functional and the def2-TZVPD basis) for 2 unconnected molecules or ions with the total composition C5H10NO3.

The geometry in XYZ format:
```
19
Properties=species:S:1:pos:R:3
C -0.577 -1.497 1.025
C -0.132 -2.652 0.130
C -1.867 -0.867 0.346
O -2.955 -1.231 0.748
N -1.598 -0.345 -0.892
H -0.907 -1.887 1.983
H 0.094 -0.602 1.011
H -1.070 -3.110 -0.365
H -2.472 -0.132 -1.352
H -0.922 0.415 -1.040
H 0.299 -3.464 0.731
H 0.600 -2.294 -0.579
C 1.864 3.105 -0.158
C 1.347 1.632 -0.464
O 0.302 1.632 -1.127
O 2.049 0.797 0.145
H 2.452 3.145 0.762
H 0.999 3.775 0.012
H 2.494 3.579 -0.916
```

HOMO: -4.570 eV
total charge: -1
spin multiplicity: 1

The Mulliken scheme yields these atomic charges, measured in e: -0.20 -0.94 0.31 -0.65 -0.30 0.29 0.12 0.24 0.25 0.36 0.32 0.25 -1.02 0.68 -0.82 -0.70 0.30 0.28 0.24



Arrangement Q

Density functional theory data (the ωB97M-V functional and the def2-TZVPD basis) for 2 unconnected molecules or ions with the total composition C5H10NO3.

The geometry in XYZ format:
```
19
Properties=species:S:1:pos:R:3
C 1.092 -0.174 -3.387
C 1.501 -0.160 -1.864
O 0.971 -1.141 -1.303
O 2.247 0.737 -1.335
H 1.843 -0.360 -4.053
H 0.865 0.943 -3.477
H 0.299 -0.768 -3.343
C -1.412 -0.759 1.809
C -0.313 -1.656 2.286
C -1.418 0.714 1.493
O -2.470 1.391 1.464
N -0.246 1.348 0.971
H -1.812 -1.179 0.758
H -2.204 -0.964 2.601
H 0.746 -1.499 1.847
H -0.478 -2.550 1.905
H -0.450 2.137 0.440
H 0.352 0.721 0.544
H -0.129 -1.599 3.342
```

HOMO: -4.340 eV
total charge: -1
spin multiplicity: 1

The Mulliken scheme yields these atomic charges, measured in e: -1.05 0.66 -0.68 -0.77 0.30 0.20 0.37 -0.12 -1.07 0.31 -0.66 -0.47 0.16 0.28 0.28 0.36 0.29 0.23 0.37



Stability, highest: arrangement P